1.
Computed, not measured: a molecular structure, C22H11F11MnN2O10S4, with the ωB97M-V functional and the def2-TZVPD basis.

LUMO (alpha / beta) = -0.46 / -3.03 eV
Relative energy (zero: lowest compared OMol25 entry of this formula, charge and spin) = 0.000 eV
2S+1 = 4
<S²> = 3.79

Last column: Mulliken charge in e.
Element x y z (Å)
1 Mn -0.12874 0.12029 0.65858  1.31
2 O 5.77100 0.59659 0.31256  -0.56
3 C 4.43752 0.47262 0.44645  0.90
4 C 3.76794 0.83124 1.62047  -0.54
5 C 2.40332 0.65644 1.65799  0.06
6 N 1.76734 0.15201 0.61568  0.93
7 C 2.37316 -0.17641 -0.51837  0.65
8 C 3.73272 -0.03985 -0.64809  -0.97
9 C 1.37579 -0.71448 -1.52328  0.30
10 O 1.72149 -1.21037 -2.56449  -0.71
11 O 0.14370 -0.62285 -1.07029  -0.83
12 C 1.43738 0.98577 2.78692  0.18
13 O 1.83643 1.37637 3.85596  -0.70
14 O 0.19577 0.77372 2.43287  -0.59
15 H 6.15189 1.00066 1.10079  0.32
16 H 4.27500 1.24480 2.48318  0.53
17 H 4.23141 -0.31114 -1.56713  0.66
18 F -6.68905 -0.78870 -2.48330  -0.31
19 C -5.72810 -0.45701 -1.64697  0.91
20 C -4.55573 -1.20369 -1.61704  0.11
21 F -4.42730 -2.25485 -2.41697  -0.33
22 C -3.54750 -0.84392 -0.75751  -0.38
23 F -2.46212 -1.59132 -0.72152  -0.27
24 C -3.66447 0.27066 0.10327  0.60
25 S -2.45596 0.81046 1.16284  -0.32
26 C -4.88739 0.98010 0.05839  0.48
27 F -5.05814 2.02750 0.84226  -0.34
28 C -5.89792 0.63118 -0.80120  0.20
29 F -7.02237 1.33229 -0.85227  -0.32
30 F -0.35228 5.10406 -2.03836  -0.20
31 C -0.09789 4.36818 -0.96334  0.48
32 F 1.15583 4.59419 -0.57164  -0.19
33 F -0.92467 4.71420 0.01429  -0.20
34 S -0.28371 2.58165 -1.37406  1.23
35 O -0.01156 2.01211 -0.04015  -0.68
36 O 0.68108 2.26106 -2.37924  -0.72
37 N -1.78384 2.51877 -1.71914  -0.42
38 S -2.55129 1.72992 -2.86007  1.10
39 O -3.95590 1.89015 -2.62653  -0.65
40 O -2.02772 0.42135 -3.10256  -0.61
41 C -2.21380 2.71708 -4.38826  0.46
42 F -0.96998 2.52853 -4.80706  -0.18
43 F -3.05880 2.33124 -5.34276  -0.20
44 F -2.39826 4.01325 -4.14621  -0.22
45 C -0.59146 -4.15448 1.85874  -1.16
46 S -0.09000 -2.95759 0.62951  0.52
47 O -0.38824 -1.66022 1.40002  -0.55
48 C 1.66994 -3.19202 0.70053  0.60
49 C 2.29058 -3.68954 -0.43535  -0.33
50 C 3.66838 -3.86100 -0.42236  -0.70
51 C 4.39609 -3.51636 0.70616  -0.46
52 C 3.75977 -3.00208 1.83243  -0.80
53 C 2.38580 -2.83888 1.83717  -0.40
54 H -0.10270 -3.92131 2.80188  0.36
55 H -0.31254 -5.14498 1.50321  0.44
56 H -1.67235 -4.07428 1.95212  0.42
57 H 1.71284 -3.90441 -1.32443  0.42
58 H 4.17016 -4.23987 -1.30182  0.41
59 H 5.47149 -3.63571 0.70925  0.44
60 H 4.33772 -2.72581 2.70452  0.43
61 H 1.87231 -2.41861 2.69432  0.39

2.
Computed, not measured: C5H7NO in the gas phase, with the ωB97M-V functional and the def2-TZVPD basis.

LUMO = -0.85 eV
Relative energy (zero: lowest compared OMol25 entry of this formula, charge and spin) = 4.937 eV

Last column: Mulliken charge in e.
Element x y z (Å)
1 C 0.59994 -1.80973 1.13252  -1.15
2 C 0.51116 -0.29352 0.97251  -0.25
3 C -0.44406 0.13945 -0.06216  -0.25
4 C -0.32972 1.52429 -0.47851  -0.29
5 O -1.13917 1.83573 -1.66534  -0.35
6 C -1.22851 0.86497 -2.52397  0.57
7 N -1.28993 0.00729 -3.30591  -0.44
8 H -0.38497 -2.21472 1.37945  0.30
9 H 1.30796 -2.07050 1.92612  0.37
10 H 0.92865 -2.26878 0.19543  0.31
11 H 0.09873 0.14101 1.90269  0.26
12 H 1.51091 0.15479 0.85328  0.33
13 H -0.82977 2.07399 0.33898  0.24
14 H 0.68879 1.91572 -0.66511  0.34

3.
Computed, not measured: 2 unconnected molecules or ions with the total composition C3H3FS, with the ωB97M-V functional and the def2-TZVPD basis.

LUMO = -1.26 eV
Relative energy (zero: lowest compared OMol25 entry of this formula, charge and spin) = 1.312 eV
SMILES string = C#CC=S.F

Last column: Mulliken charge in e.
Element x y z (Å)
1 C -2.27047 1.20121 -0.40185  0.37
2 C -1.62737 0.25831 -0.01002  -0.23
3 C -0.87967 -0.84981 0.48093  -0.64
4 S 0.10896 -1.76910 -0.41286  -0.18
5 H -2.83244 2.03305 -0.76793  0.39
6 H -1.01283 -1.05909 1.54408  0.30
7 F 4.57505 0.40627 -0.08768  -0.39
8 H 3.93878 -0.22083 -0.34466  0.39

4.
Computed, not measured: C20H26N2O2 in the gas phase, with the ωB97M-V functional and the def2-TZVPD basis.

LUMO = 0.57 eV
Relative energy (zero: lowest compared OMol25 entry of this formula, charge and spin) = 2.683 eV
SMILES string = OCc1c(O)ccc2ccc(N3CC[C@@H](N4CCCCC4)C3)cc12

Last column: Mulliken charge in e.
Element x y z (Å)
1 O -0.85802 4.94450 -0.97869  -0.59
2 C -0.58895 4.46606 0.35151  -0.94
3 C -1.85374 3.75909 0.90734  0.67
4 C -2.99388 4.56310 1.06211  0.46
5 O -2.99069 5.79916 0.51594  -0.67
6 C -4.15507 4.03176 1.67263  -0.76
7 C -4.18989 2.70927 2.09759  -0.87
8 C -3.07470 1.85253 1.91317  0.69
9 C -3.07095 0.53334 2.32846  -1.21
10 C -1.95019 -0.28070 2.13533  -0.41
11 C -0.74436 0.15143 1.53958  0.13
12 N 0.38779 -0.68834 1.31761  0.15
13 C 0.56391 -2.03760 1.89766  -0.92
14 C 2.01821 -2.46216 1.57923  -1.17
15 C 2.41289 -1.61556 0.35496  -0.37
16 N 2.25494 -2.39325 -0.90432  0.06
17 C 0.97943 -3.04257 -1.27452  -0.43
18 C 0.54287 -2.58718 -2.62796  -0.54
19 C 1.58254 -2.99323 -3.71191  -0.58
20 C 2.97532 -3.16269 -3.09324  -0.86
21 C 3.22430 -2.13666 -2.00042  -0.64
22 C 1.47458 -0.36243 0.36412  -0.87
23 C -0.76373 1.51137 1.13943  -0.17
24 C -1.89895 2.37368 1.29837  0.47
25 H -1.04649 4.17371 -1.55314  0.34
26 H 0.29401 3.83232 0.28704  0.35
27 H -0.34826 5.28519 0.98141  0.37
28 H -2.19617 5.85387 -0.04638  0.47
29 H -5.01187 4.69807 1.86847  0.37
30 H -5.08998 2.29755 2.55421  0.38
31 H -3.90423 0.11200 2.84584  0.39
32 H -2.06207 -1.33569 2.42293  0.33
33 H 0.45697 -1.98388 2.97943  0.53
34 H -0.14792 -2.74428 1.47664  0.37
35 H 2.68396 -2.21654 2.38772  0.48
36 H 2.07490 -3.53219 1.41043  0.32
37 H 3.45756 -1.36034 0.48410  0.62
38 H 1.04797 -4.14776 -1.26735  0.23
39 H 0.16133 -2.79373 -0.56566  0.17
40 H -0.45831 -2.98701 -2.89363  0.36
41 H 0.43239 -1.47194 -2.59074  0.17
42 H 1.64161 -2.23651 -4.49713  0.35
43 H 1.33182 -3.96825 -4.26686  0.22
44 H 3.07721 -4.18385 -2.74496  0.32
45 H 3.63528 -3.08231 -3.91310  0.42
46 H 3.14291 -1.14170 -2.38587  0.32
47 H 4.26179 -2.21956 -1.64890  0.42
48 H 1.08087 -0.16163 -0.63685  0.42
49 H 2.05568 0.51002 0.75120  0.41
50 H 0.14539 1.87150 0.67714  0.23